No. 1
Entry from the OMol25 dataset: a molecular structure, C44H52AsNP2RhSi2 (ωB97M-V/def2-TZVPD).

Summary:
ΔE to the lowest compared entry with this formula, charge and spin	56.41	kcal per mole
F_max	0.792	eV Å⁻¹
LUMO	-4.26	eV
charge	+1

Last column: Löwdin charge in e.
CARTESIAN COORDINATES (ANGSTROEM)
Rh 0.432 -0.112 1.296  0.383
N 0.220 -2.221 1.705  0.010
C 1.324 -2.982 2.219  -0.240
C 1.085 -3.877 3.252  -0.034
C 2.121 -4.610 3.804  -0.079
C 3.403 -4.436 3.306  -0.075
C 3.626 -3.540 2.274  -0.027
C 2.596 -2.792 1.691  -0.130
C 2.945 -1.789 0.642  -0.206
C 4.041 -2.107 -0.174  -0.068
C 4.678 -1.151 -0.945  -0.094
C 4.242 0.163 -0.856  -0.098
C 3.097 0.449 -0.129  -0.167
C 2.333 -0.509 0.562  -0.207
H -0.606 -2.405 2.267  0.061
H -0.001 -2.508 0.753  0.054
H 0.071 -4.001 3.621  0.107
H 1.927 -5.301 4.613  0.106
H 4.235 -4.981 3.731  0.106
H 4.641 -3.379 1.936  0.111
H 4.415 -3.123 -0.186  0.108
H 5.524 -1.420 -1.563  0.100
H 4.776 0.957 -1.364  0.102
H 2.778 1.487 -0.118  0.064
C -2.381 1.848 1.337  -0.339
C -1.705 1.934 -0.041  -0.380
P 0.118 1.744 0.147  0.876
C 0.650 3.381 0.730  -0.347
C 0.099 4.581 0.278  -0.105
C 0.507 5.787 0.825  -0.072
C 1.464 5.804 1.833  -0.068
C 2.013 4.617 2.292  -0.061
C 1.605 3.410 1.744  -0.093
C 0.685 1.632 -1.599  -0.325
C 1.133 2.688 -2.349  -0.047
C 1.750 2.472 -3.593  -0.021
C 1.963 1.193 -4.083  -0.060
C 1.540 0.105 -3.335  -0.101
C 0.819 0.293 -2.121  -0.453
P -1.475 0.600 2.373  0.927
C -2.697 -0.582 3.037  -0.343
C -4.036 -0.677 2.681  -0.083
C -4.843 -1.661 3.240  -0.076
C -4.324 -2.553 4.164  -0.077
C -2.988 -2.463 4.534  -0.074
C -2.183 -1.488 3.971  -0.127
C -0.997 1.544 3.855  -0.359
C -1.837 2.460 4.482  -0.085
C -1.404 3.157 5.599  -0.074
C -0.131 2.934 6.108  -0.076
C 0.709 2.014 5.498  -0.074
C 0.279 1.327 4.373  -0.120
H -3.431 1.586 1.218  0.066
H -2.341 2.813 1.845  0.076
H -1.982 2.844 -0.576  0.076
H -2.023 1.082 -0.643  0.017
H -0.656 4.582 -0.500  0.099
H 0.075 6.714 0.471  0.108
H 1.775 6.748 2.263  0.109
H 2.752 4.627 3.082  0.111
H 2.014 2.474 2.109  0.091
H 1.074 3.698 -1.965  0.107
H 2.112 3.325 -4.153  0.126
H 2.495 1.043 -5.012  0.120
H 1.796 -0.899 -3.642  0.093
H 0.890 -0.484 -1.353  0.051
H -4.473 0.009 1.968  0.089
H -5.886 -1.722 2.956  0.107
H -4.959 -3.313 4.602  0.107
H -2.579 -3.146 5.267  0.108
H -1.145 -1.402 4.285  0.104
H -2.842 2.631 4.111  0.108
H -2.062 3.870 6.076  0.107
H 0.205 3.477 6.982  0.106
H 1.701 1.835 5.894  0.108
H 0.945 0.629 3.872  0.082
C 0.819 -3.111 -4.549  -0.202
Si -0.514 -2.762 -3.281  0.328
C 0.010 -3.380 -1.596  -0.214
C -2.143 -3.491 -3.832  -0.217
As -1.089 -0.484 -2.847  1.130
Si -1.654 0.475 -4.962  0.308
C -0.663 -0.134 -6.420  -0.204
C -1.596 2.334 -4.824  -0.200
C -3.435 -0.081 -5.093  -0.220
H 0.602 -4.072 -5.023  0.044
H 1.804 -3.196 -4.087  0.038
H 0.870 -2.360 -5.337  0.011
H 0.243 -4.447 -1.626  0.051
H -0.792 -3.230 -0.870  0.028
H 0.905 -2.858 -1.240  0.021
H -2.083 -4.581 -3.765  0.044
H -2.357 -3.240 -4.872  0.025
H -2.983 -3.166 -3.216  0.035
H 0.403 0.070 -6.309  0.018
H -1.006 0.374 -7.325  0.043
H -0.798 -1.206 -6.575  0.026
H -0.581 2.720 -4.738  0.008
H -2.173 2.684 -3.966  0.035
H -2.043 2.763 -5.725  0.044
H -3.529 -1.153 -5.271  0.018
H -3.907 0.435 -5.933  0.044
H -4.002 0.166 -4.194  0.033

---

No. 2
Entry from the OMol25 dataset: a molecular structure, C44H52BClF34IN3O10PS at a distorted geometry (ωB97M-V/def2-TZVPD).

Summary:
F_max	2.555	eV Å⁻¹
LUMO	-2.42	eV
charge	+1

Last column: Löwdin charge in e.
CARTESIAN COORDINATES (ANGSTROEM)
C 0.592 2.042 0.430  -0.050
C -0.099 2.220 -0.954  -0.152
C -1.565 1.807 -0.789  -0.255
F -2.149 2.777 0.025  -0.001
C -2.517 1.458 -1.984  -0.130
C -1.610 0.494 -2.782  -0.051
C -2.015 -0.633 -3.752  -0.353
C -0.854 -0.904 -4.722  -0.001
F -3.159 -0.483 -4.506  0.004
C -3.810 0.868 -1.232  -0.239
C -4.509 -0.319 -1.889  -0.127
C -5.682 -0.895 -1.082  -0.036
O -3.614 0.497 0.098  -0.118
C -3.042 -0.490 0.939  -0.108
C -2.457 -1.848 0.580  -0.392
C -1.165 -1.940 -0.221  -0.019
O -3.437 -2.744 0.071  -0.022
C -4.751 2.231 -1.065  -0.160
N -4.965 2.350 0.367  0.183
C -4.770 3.126 1.258  -0.343
O -4.584 3.882 2.128  0.160
B -6.343 2.144 -1.578  -0.748
O -7.294 2.847 -0.885  0.174
O -6.786 1.340 -2.567  -0.008
C -8.041 1.660 -3.172  -0.025
C -4.094 3.380 -1.917  -0.607
Cl -5.305 4.176 -2.946  0.842
P -3.674 5.056 -0.930  0.450
S -3.895 6.714 -1.906  0.241
N -2.951 2.733 -2.733  -0.014
C -1.829 3.705 -2.925  -0.221
C -2.027 4.869 -3.875  -0.886
O -2.890 5.069 -4.648  0.020
I -0.347 6.215 -3.746  0.906
C -3.356 2.275 -4.136  -0.267
C -2.477 2.271 -5.194  -0.023
C -2.935 1.867 -6.429  -0.019
C -4.252 1.478 -6.568  -0.005
C -5.029 1.478 -5.427  -0.075
N -4.576 1.856 -4.248  0.120
H 1.190 2.911 0.679  0.084
H -0.125 1.845 1.221  0.081
H 1.282 1.205 0.383  0.056
H 0.475 1.606 -1.640  0.116
H 0.066 3.258 -1.219  0.098
H -1.484 0.908 -0.198  0.112
H -0.989 -0.015 -2.060  0.107
H -0.898 1.118 -3.322  0.106
H -2.135 -1.560 -3.199  0.120
H 0.097 -0.641 -4.271  0.088
H -1.041 -0.333 -5.628  0.080
H -0.871 -1.953 -4.996  0.089
H -3.758 -1.107 -1.913  0.099
H -4.819 -0.154 -2.909  0.099
H -6.600 -0.755 -1.635  0.072
H -5.838 -0.427 -0.112  0.096
H -5.589 -1.966 -0.950  0.075
H -2.245 -0.023 1.530  0.133
H -3.799 -0.713 1.690  0.145
H -2.177 -2.225 1.570  0.147
H -0.701 -2.895 0.026  0.093
H -1.345 -1.979 -1.287  0.058
H -0.425 -1.194 0.065  0.079
H -3.022 -3.610 0.004  0.104
H -7.032 3.738 -0.629  0.073
H -8.129 2.718 -3.400  0.085
H -8.860 1.313 -2.550  0.106
H -8.089 1.107 -4.107  0.088
H -4.654 5.069 0.057  -0.014
H -2.447 4.938 -0.271  0.006
H -0.926 3.196 -3.250  0.112
H -1.508 4.106 -1.973  0.056
H -1.443 2.572 -5.128  0.127
H -2.264 1.889 -7.272  0.127
H -4.661 1.181 -7.519  0.120
H -6.055 1.147 -5.501  0.123
C 6.488 -0.499 1.601  -0.030
C 6.647 -2.024 1.559  -0.448
C 6.063 -2.767 0.355  -0.291
F 4.730 -2.575 0.248  0.090
F 6.279 -4.094 0.513  0.096
F 6.185 -2.561 2.708  0.134
F 7.985 -2.259 1.508  0.110
O 5.420 0.036 2.364  0.061
C 4.162 0.157 1.866  -0.549
C 3.160 -0.752 2.588  -0.274
F 3.544 -2.038 2.550  0.109
F 1.957 -0.652 1.959  0.072
F 4.122 -0.028 0.529  0.138
F 3.753 1.428 2.099  0.138
H 7.377 -0.144 2.118  0.155
H 6.523 -0.066 0.601  0.148
H 6.550 -2.442 -0.568  0.176
H 3.055 -0.446 3.630  0.179
C 4.330 -9.123 3.107  -0.044
C 4.694 -9.919 1.847  -0.443
C 5.939 -10.808 1.894  -0.305
F 7.049 -10.090 2.157  0.097
F 6.094 -11.395 0.687  0.102
F 4.755 -9.086 0.786  0.133
F 3.650 -10.772 1.628  0.101
O 4.733 -7.771 3.180  0.054
C 5.980 -7.412 3.611  -0.541
C 6.817 -6.767 2.501  -0.275
F 6.913 -7.573 1.428  0.108
F 8.065 -6.541 2.978  0.093
F 6.625 -8.443 4.187  0.149
F 5.814 -6.464 4.562  0.145
H 3.243 -9.068 3.090  0.149
H 4.592 -9.671 4.012  0.148
H 5.823 -11.587 2.652  0.174
H 6.370 -5.821 2.191  0.159
C -7.979 9.015 -0.465  -0.034
C -9.005 9.876 -1.215  -0.441
C -10.494 9.655 -0.928  -0.304
F -10.875 8.393 -1.214  0.094
F -11.207 10.495 -1.708  0.106
F -8.773 9.797 -2.543  0.135
F -8.756 11.162 -0.835  0.107
O -7.452 7.873 -1.127  0.041
C -8.148 6.694 -1.095  -0.519
C -8.674 6.220 -2.462  -0.284
F -9.421 7.174 -3.038  0.115
F -9.443 5.124 -2.276  0.104
F -9.139 6.748 -0.193  0.157
F -7.274 5.735 -0.656  0.088
H -7.110 9.661 -0.349  0.152
H -8.315 8.779 0.543  0.148
H -10.717 9.873 0.120  0.175
H -7.852 5.964 -3.136  0.162
C 10.576 -4.153 6.842  -0.044
C 9.705 -3.674 5.674  -0.436
C 9.827 -4.414 4.342  -0.304
F 11.081 -4.362 3.848  0.101
F 9.006 -3.827 3.440  0.084
F 9.882 -2.347 5.489  0.129
F 8.410 -3.854 6.069  0.102
O 11.787 -3.472 7.094  0.053
C 12.941 -3.778 6.426  -0.546
C 13.416 -2.627 5.530  -0.285
F 12.452 -2.258 4.664  0.098
F 14.491 -3.038 4.824  0.103
F 12.828 -4.930 5.740  0.151
F 13.903 -3.958 7.357  0.147
H 9.978 -3.953 7.729  0.150
H 10.722 -5.233 6.810  0.149
H 9.532 -5.459 4.453  0.160
H 13.688 -1.767 6.146  0.175

---

No. 3
Entry from the OMol25 dataset: a molecular structure, C44H52BrClN2O8P2Sr at a distorted geometry (ωB97M-V/def2-TZVPD).

Summary:
ΔE to the lowest compared entry with this formula, charge and spin	39.26	kcal per mole
F_max	2.982	eV Å⁻¹
LUMO	3.82	eV
charge	-2

Last column: Löwdin charge in e.
CARTESIAN COORDINATES (ANGSTROEM)
Sr -0.815 0.977 0.581  1.357
C -6.386 1.594 -0.318  -0.117
C -4.987 1.538 0.303  -0.540
C -5.071 0.968 1.724  -0.121
P -3.535 0.738 -0.550  1.034
C -3.627 1.227 -2.353  -0.530
C -3.739 2.745 -2.513  -0.117
C -4.643 0.501 -3.235  -0.116
C -3.837 -1.054 -0.572  -0.321
C -5.104 -1.608 -0.761  -0.144
C -5.336 -2.972 -0.815  -0.137
C -4.226 -3.812 -0.686  -0.121
C -2.957 -3.310 -0.495  -0.045
C -2.691 -1.903 -0.409  -0.326
N -1.451 -1.365 -0.244  -0.136
C -0.374 -2.271 -0.422  -0.351
C -0.029 -3.187 0.575  -0.061
C 0.933 -4.156 0.370  -0.095
C 1.587 -4.231 -0.853  -0.087
C 1.284 -3.304 -1.834  -0.100
C 0.330 -2.296 -1.644  -0.298
P -0.118 -1.093 -2.956  1.107
C -0.556 -2.252 -4.341  -0.578
C -1.750 -3.110 -3.920  -0.126
C -0.907 -1.463 -5.604  -0.146
C 1.463 -0.299 -3.573  -0.546
C 2.794 -1.037 -3.438  -0.120
C 1.579 1.068 -2.888  -0.141
H -6.979 2.342 0.222  0.074
H -6.921 0.648 -0.234  0.059
H -6.375 1.886 -1.366  0.042
H -4.635 2.565 0.399  0.069
H -5.341 -0.091 1.708  0.070
H -5.826 1.510 2.303  0.076
H -4.120 1.066 2.252  0.056
H -2.636 0.918 -2.702  0.068
H -4.720 3.108 -2.191  0.064
H -3.618 3.013 -3.567  0.073
H -2.987 3.284 -1.936  0.054
H -5.671 0.807 -3.025  0.058
H -4.587 -0.581 -3.117  0.056
H -4.440 0.735 -4.287  0.071
H -5.943 -0.940 -0.899  0.075
H -6.334 -3.366 -0.968  0.077
H -4.357 -4.889 -0.738  0.090
H -2.132 -4.003 -0.404  0.093
H -0.551 -3.121 1.525  0.117
H 1.190 -4.848 1.164  0.099
H 2.357 -4.975 -1.019  0.105
H 1.811 -3.372 -2.774  0.082
H 0.300 -2.905 -4.538  0.098
H -2.627 -2.484 -3.715  0.071
H -1.547 -3.678 -3.010  0.060
H -2.014 -3.817 -4.715  0.070
H -1.633 -0.674 -5.373  0.066
H -1.362 -2.123 -6.352  0.066
H -0.039 -0.991 -6.067  0.054
H 1.262 -0.135 -4.633  0.076
H 3.015 -1.278 -2.396  0.060
H 3.602 -0.395 -3.807  0.073
H 2.822 -1.961 -4.019  0.061
H 1.719 0.973 -1.809  0.053
H 0.688 1.679 -3.057  0.062
H 2.448 1.625 -3.252  0.076
O -0.918 4.675 1.802  -0.291
Cl -1.843 3.670 1.372  0.690
O -3.199 4.145 1.452  -0.319
O -1.535 3.248 -0.009  -0.486
O -1.703 2.446 2.213  -0.554
Br -1.334 0.039 4.516  0.740
C 0.524 0.480 4.447  -0.743
C 1.134 0.961 5.600  -0.125
C 2.488 1.215 5.520  -0.088
C 3.154 0.979 4.338  -0.048
C 2.434 0.511 3.245  -0.113
N 1.121 0.264 3.305  0.059
H 0.565 1.117 6.505  0.090
H 3.016 1.601 6.384  0.105
H 4.215 1.164 4.235  0.112
H 2.920 0.285 2.299  0.086
C 3.097 -1.534 0.730  -0.073
C 3.997 -2.584 0.720  -0.366
C 5.068 -2.713 -0.252  -0.104
C 5.926 -3.792 -0.278  -0.181
C 5.840 -4.854 0.642  -0.199
C 4.830 -4.751 1.613  -0.181
C 3.955 -3.685 1.667  -0.118
H 3.164 -0.718 0.012  0.031
H 2.260 -1.535 1.420  0.018
H 5.177 -1.926 -0.995  0.081
H 6.699 -3.820 -1.042  0.073
H 6.517 -5.697 0.607  0.048
H 4.732 -5.540 2.356  0.073
H 3.192 -3.656 2.443  0.083
O 3.065 2.485 -0.080  0.034
C 2.199 2.609 0.775  -0.600
O 1.042 2.026 0.776  -0.352
C 2.494 3.528 1.945  -0.119
C 1.620 3.648 3.014  -0.043
C 1.889 4.495 4.096  0.020
C 3.061 5.200 4.043  -0.226
O 3.552 6.092 4.970  0.011
C 4.763 6.606 4.410  -0.153
O 5.038 5.892 3.208  0.012
C 3.938 5.080 2.990  -0.205
C 3.694 4.259 1.923  0.078
H 0.707 3.069 3.005  0.091
H 1.205 4.589 4.931  0.121
H 5.578 6.458 5.117  0.125
H 4.635 7.667 4.190  0.126
H 4.373 4.141 1.089  0.128

---

No. 4
Entry from the OMol25 dataset: a molecular structure, C44H52CsN10O5S6 at a distorted geometry (ωB97M-V/def2-TZVPD).

Summary:
ΔE to the lowest compared entry with this formula, charge and spin	163.01	kcal per mole
F_max	14.416	eV Å⁻¹
LUMO	1.10	eV
charge	-1

Last column: Löwdin charge in e.
CARTESIAN COORDINATES (ANGSTROEM)
Cs 0.204 0.025 1.254  1.036
C -3.915 1.393 4.104  -0.029
C -2.714 1.451 3.204  -0.319
N -2.062 0.414 2.820  -0.091
N -2.408 -0.801 3.319  0.040
C -1.870 -1.858 2.696  -0.543
O -1.309 -1.915 1.577  -0.368
C -2.013 -3.127 3.502  -0.138
C -3.019 -3.316 4.445  -0.033
C -3.097 -4.505 5.157  -0.091
C -2.167 -5.515 4.941  -0.103
C -1.157 -5.329 4.007  -0.089
C -1.086 -4.141 3.292  -0.050
C -2.198 2.766 2.752  -0.228
C -2.797 3.965 3.143  -0.046
C -2.274 5.166 2.687  -0.085
C -1.162 5.153 1.861  -0.067
C -0.620 3.916 1.529  -0.166
N -1.127 2.764 1.947  0.085
H -4.111 0.352 4.348  0.061
H -4.797 1.819 3.616  0.056
H -3.739 1.942 5.033  0.086
H -3.728 -2.516 4.611  0.100
H -3.880 -4.644 5.893  0.095
H -2.226 -6.440 5.502  0.094
H -0.420 -6.108 3.846  0.098
H -0.303 -3.963 2.566  0.098
H -3.663 3.959 3.792  0.112
H -2.734 6.103 2.980  0.110
H -0.710 6.067 1.498  0.110
H 0.274 3.850 0.913  0.105
O 7.557 2.643 4.580  -0.137
C 6.541 2.769 3.917  -1.106
S 6.344 3.884 2.586  0.876
C 4.681 3.467 2.100  -1.234
C 4.079 2.497 2.847  -1.244
S 2.477 1.840 2.733  0.254
S 5.080 1.825 4.161  0.878
S 4.070 4.356 0.739  0.324
O -0.354 2.967 -1.584  -0.403
S -1.478 4.077 -1.449  1.192
C -2.378 3.938 -3.051  -0.266
C -2.573 2.507 -3.540  -0.226
C -1.448 1.990 -4.398  -0.244
C -1.713 0.571 -4.921  -0.288
S -1.200 -0.632 -3.618  0.978
O -1.080 0.204 -2.387  -0.537
C 0.433 -0.917 -4.311  -0.420
C 0.566 -1.558 -5.535  -0.107
C 1.834 -1.775 -6.047  -0.086
C 2.954 -1.358 -5.333  -0.080
C 2.808 -0.742 -4.099  -0.052
C 1.536 -0.528 -3.580  -0.087
C -2.604 3.285 -0.358  -0.402
C -3.497 4.103 0.321  -0.104
C -4.473 3.515 1.108  -0.080
C -4.531 2.132 1.229  -0.087
C -3.597 1.331 0.587  -0.048
C -2.619 1.902 -0.215  -0.082
H -1.802 4.571 -3.730  0.081
H -3.339 4.417 -2.851  0.097
H -3.517 2.472 -4.091  0.124
H -2.683 1.829 -2.698  0.087
H -0.552 1.961 -3.775  0.075
H -1.265 2.654 -5.247  0.122
H -1.166 0.367 -5.836  0.078
H -2.773 0.363 -5.089  0.084
H -0.310 -1.898 -6.079  0.110
H 1.950 -2.273 -7.002  0.100
H 3.943 -1.523 -5.743  0.101
H 3.667 -0.410 -3.527  0.106
H 1.398 -0.074 -2.607  0.098
H -3.426 5.181 0.230  0.118
H -5.176 4.139 1.643  0.121
H -5.296 1.679 1.845  0.105
H -3.598 0.258 0.731  0.124
H -1.860 1.285 -0.687  0.064
N 6.577 -0.715 2.068  0.145
C 5.463 -1.263 1.502  -0.357
C 4.459 -0.439 0.939  -0.084
N 3.429 -0.954 0.311  0.043
C 3.337 -2.294 0.252  -0.162
C 4.300 -3.089 0.823  -0.152
N 5.374 -2.588 1.443  0.110
H 6.493 0.225 2.431  0.058
H 7.144 -1.343 2.611  0.096
H 4.520 0.644 1.021  0.087
H 2.485 -2.703 -0.281  0.073
H 4.232 -4.173 0.789  0.091
N 0.162 -3.090 -2.212  0.206
C -0.075 -3.790 -1.321  -0.264
N -0.357 -4.548 -0.268  -0.080
C -1.707 -5.097 -0.130  -0.108
C -1.748 -6.473 -0.772  -0.181
O -0.755 -7.326 -0.217  -0.130
C 0.556 -6.799 -0.379  -0.179
C 0.674 -5.434 0.275  -0.109
H -2.422 -4.420 -0.593  0.137
H -1.929 -5.169 0.936  0.120
H -1.587 -6.374 -1.854  0.127
H -2.706 -6.958 -0.594  0.126
H 0.798 -6.718 -1.447  0.128
H 1.234 -7.512 0.089  0.127
H 1.658 -4.999 0.115  0.120
H 0.496 -5.531 1.347  0.112
N 0.713 4.094 -2.723  0.029
C 1.823 3.108 -2.916  -0.134
C 2.155 2.532 -1.553  -0.307
N 3.402 1.796 -1.533  0.048
H 0.416 4.477 -3.613  0.138
H 1.070 4.867 -2.167  0.150
H 0.451 3.329 -2.109  -0.253
H 2.723 3.556 -3.342  0.133
H 1.478 2.332 -3.604  0.112
H 1.320 1.930 -1.271  0.078
H 2.197 3.366 -0.841  0.048
H 4.079 2.376 -1.032  0.013
H 3.291 0.948 -0.988  0.025